No. 1
This record from the OMol25 dataset describes one molecule with the formula C23H29N3O5S. The level of theory is ωB97M-V/def2-TZVPD.

Last column: Löwdin charge in e.
Cartesian coordinates (Å):
C 7.371 1.436 0.890  -0.076
H 8.410 1.173 1.090  0.093
H 6.896 1.768 1.815  0.094
H 7.337 2.244 0.156  0.094
O 6.786 0.253 0.395  -0.068
C 5.477 0.199 0.021  -0.189
C 5.088 -1.051 -0.457  0.058
C 3.800 -1.294 -0.889  -0.180
C 2.865 -0.268 -0.837  -0.154
C 3.228 0.976 -0.352  0.037
C 4.526 1.236 0.072  -0.181
O 4.921 2.465 0.547  -0.118
C 3.980 3.507 0.595  -0.084
H 4.522 4.366 0.988  0.096
H 3.147 3.271 1.265  0.096
H 3.593 3.750 -0.400  0.097
H 2.480 1.753 -0.315  0.106
C 1.472 -0.637 -1.256  -0.082
N 1.121 -1.862 -0.561  -0.035
C 0.265 -1.955 0.473  -0.461
O 0.097 -3.001 1.077  0.055
C -0.496 -0.694 0.883  -0.098
N -1.254 -0.103 -0.207  -0.185
C -2.240 -1.036 -0.733  -0.143
H -1.726 -1.954 -1.024  0.130
H -2.991 -1.290 0.034  0.120
C -2.920 -0.420 -1.956  -0.158
N -3.492 0.869 -1.660  -0.232
S -5.106 0.954 -1.274  0.670
O -5.793 0.108 -2.205  -0.278
O -5.434 2.348 -1.212  -0.281
C -5.313 0.260 0.370  -0.277
C -5.540 -1.096 0.509  -0.074
C -5.655 -1.636 1.780  -0.062
C -5.545 -0.815 2.892  -0.070
C -5.335 0.547 2.740  -0.066
C -5.219 1.090 1.470  -0.077
H -5.072 2.147 1.314  0.115
H -5.264 1.185 3.608  0.107
H -5.630 -1.237 3.882  0.106
H -5.829 -2.694 1.903  0.109
H -5.637 -1.703 -0.377  0.117
C -2.581 1.774 -1.011  -0.165
H -3.153 2.657 -0.726  0.115
C -1.904 1.132 0.202  -0.159
H -1.143 1.813 0.593  0.126
H -2.647 0.950 0.998  0.115
H -1.814 2.062 -1.739  0.131
H -3.726 -1.053 -2.324  0.116
H -2.178 -0.286 -2.751  0.133
H 0.227 0.042 1.248  0.131
H -1.146 -0.985 1.726  0.136
C 1.977 -3.010 -0.828  -0.119
C 3.326 -2.605 -1.439  -0.105
H 3.213 -2.502 -2.523  0.121
H 4.055 -3.393 -1.256  0.120
H 2.128 -3.523 0.126  0.125
H 1.456 -3.705 -1.498  0.129
H 0.741 0.137 -1.037  0.108
H 1.442 -0.842 -2.335  0.139
H 5.838 -1.825 -0.480  0.129

Computed properties:
- Electronic energy: -1832.4590 a.u.
- Lowest unoccupied orbital energy: 0.391 eV
- Gap between HOMO and LUMO: 0.3101 Eh
- Energy above the lowest of the compared OMol25 structures with the same formula, charge and spin: 2.580 eV
- Structure (SMILES): COc1cc2c(cc1OC)CN(C(=O)CN1CCN(S(=O)(=O)c3ccccc3)CC1)CC2

No. 2
This record from the OMol25 dataset describes one molecule with the formula C23H29N3O6S. The level of theory is ωB97M-V/def2-TZVPD.

Last column: Löwdin charge in e.
Cartesian coordinates (Å):
C -1.154 -1.671 -3.977  -0.002
C -0.616 -0.267 -3.856  -0.409
O 0.269 0.133 -4.586  0.073
C -1.161 0.560 -2.776  -0.079
C -2.305 0.363 -1.992  -0.226
N -2.350 1.344 -1.081  0.154
C -1.252 2.171 -1.200  -0.127
C -0.497 1.711 -2.272  -0.124
C 0.759 2.310 -2.780  -0.008
H 1.149 3.029 -2.066  0.073
H 0.568 2.811 -3.728  0.098
H 1.494 1.533 -2.978  0.074
C -0.956 3.162 -0.203  -0.428
O 0.102 3.743 -0.057  0.086
O -1.996 3.319 0.666  0.006
C -1.711 3.961 1.906  -0.053
H -0.904 4.690 1.779  0.132
C -1.327 2.833 2.876  -0.426
O -2.052 2.460 3.766  0.095
N -0.141 2.254 2.534  0.148
C 0.134 0.880 2.742  -0.162
C 0.238 0.079 1.611  0.024
C 0.415 -1.280 1.744  -0.265
C 0.515 -1.861 2.992  -0.047
C 0.454 -1.053 4.115  -0.016
C 0.266 0.323 4.018  -0.188
C 0.221 1.181 5.239  -0.032
H 0.538 0.624 6.115  0.079
H 0.863 2.051 5.112  0.090
H -0.794 1.545 5.396  0.074
H 0.552 -1.496 5.095  0.115
H 0.636 -2.930 3.067  0.114
S 0.500 -2.230 0.232  0.694
O -0.553 -1.790 -0.644  -0.279
O 0.541 -3.629 0.561  -0.276
N 1.950 -1.656 -0.364  -0.230
C 3.113 -2.331 0.175  -0.195
C 3.421 -3.632 -0.567  -0.178
C 3.548 -3.363 -2.065  -0.194
C 2.277 -2.689 -2.576  -0.170
C 2.026 -1.407 -1.788  -0.192
H 1.081 -0.949 -2.077  0.086
H 2.837 -0.690 -1.957  0.136
H 2.360 -2.452 -3.637  0.117
H 1.425 -3.358 -2.432  0.117
H 3.720 -4.299 -2.598  0.111
H 4.404 -2.708 -2.249  0.114
H 2.603 -4.330 -0.386  0.101
H 4.343 -4.064 -0.174  0.114
H 2.910 -2.526 1.230  0.116
H 3.959 -1.639 0.101  0.132
H 0.159 0.499 0.619  0.119
H 0.333 2.654 1.731  0.124
H -2.631 4.444 2.234  0.138
H -3.047 1.450 -0.360  0.169
C -3.360 -0.677 -2.009  -0.004
H -4.185 -0.380 -1.365  0.086
H -2.944 -1.610 -1.632  0.080
H -3.742 -0.845 -3.013  0.082
H -1.146 -2.145 -2.999  0.065
H -0.532 -2.230 -4.671  0.088
H -2.173 -1.654 -4.355  0.082

Computed properties:
- Electronic energy: -1907.7949 a.u.
- Lowest unoccupied orbital energy: 0.571 eV
- Gap between HOMO and LUMO: 0.3422 Eh
- Energy above the lowest of the compared OMol25 structures with the same formula, charge and spin: 0.076 eV
- Structure (SMILES): CC(=O)c1c(C)[nH]c(C(=O)OCC(=O)Nc2cc(S(=O)(=O)N3CCCCC3)ccc2C)c1C

No. 3
This record from the OMol25 dataset describes one molecule with the formula C23H29N3O6S. The level of theory is ωB97M-V/def2-TZVPD.

Last column: Löwdin charge in e.
Cartesian coordinates (Å):
C -0.950 -2.427 -2.992  -0.067
H -1.279 -3.187 -3.699  0.098
H -0.447 -1.622 -3.536  0.101
H -1.818 -2.022 -2.462  0.070
O -0.068 -3.087 -2.115  -0.085
C 0.512 -2.370 -1.111  -0.177
C 1.402 -3.080 -0.277  -0.128
C 2.055 -2.396 0.754  -0.182
C 1.794 -1.035 0.948  0.053
C 0.908 -0.357 0.142  -0.161
C 0.272 -1.024 -0.898  0.038
H -0.407 -0.477 -1.532  0.102
C 0.629 1.115 0.349  -0.173
N 1.147 1.907 -0.750  0.012
C 0.171 2.535 -1.427  -0.394
O 0.246 3.245 -2.416  0.085
C -1.105 2.218 -0.727  -0.202
C -0.852 1.401 0.313  -0.063
C -1.744 0.861 1.348  -0.356
O -1.380 0.748 2.507  0.107
C -3.072 0.462 0.902  -0.356
C -4.213 0.297 1.662  -0.338
N -5.299 -0.105 0.963  0.089
C -5.061 -0.285 -0.288  -0.608
S -3.412 0.060 -0.754  1.135
C -6.064 -0.739 -1.277  -0.078
H -7.009 -0.916 -0.771  0.083
H -5.733 -1.657 -1.761  0.078
H -6.203 0.017 -2.048  0.080
C -4.334 0.535 3.121  -0.014
H -4.357 -0.423 3.641  0.093
H -3.485 1.103 3.488  0.071
H -5.266 1.055 3.329  0.084
O -2.235 2.776 -1.168  0.080
H -1.987 3.339 -1.925  0.128
C 2.539 1.907 -1.124  -0.093
H 3.063 1.218 -0.462  0.119
H 2.633 1.542 -2.153  0.135
C 3.176 3.317 -1.073  -0.182
N 3.288 3.963 0.211  -0.271
C 2.062 4.506 0.750  -0.092
H 2.318 5.240 1.515  0.086
H 1.404 3.754 1.209  0.076
H 1.513 5.011 -0.042  0.089
C 4.045 3.226 1.196  -0.102
H 4.300 3.901 2.013  0.085
H 3.500 2.369 1.622  0.075
H 4.967 2.865 0.745  0.087
H 2.602 3.972 -1.731  0.112
H 4.187 3.222 -1.482  0.120
H 1.064 1.431 1.305  0.156
H 2.300 -0.547 1.766  0.130
O 2.965 -2.896 1.626  -0.058
C 3.311 -4.264 1.640  -0.063
H 4.079 -4.350 2.410  0.094
H 3.712 -4.591 0.679  0.097
H 2.459 -4.893 1.911  0.094
O 1.669 -4.415 -0.513  -0.113
C 0.573 -5.303 -0.410  -0.066
H 0.080 -5.208 0.565  0.100
H 0.997 -6.302 -0.507  0.095
H -0.160 -5.138 -1.201  0.083

Computed properties:
- Electronic energy: -1907.6974 a.u.
- Lowest unoccupied orbital energy: -0.213 eV
- Gap between HOMO and LUMO: 0.2962 Eh
- Energy above the lowest of the compared OMol25 structures with the same formula, charge and spin: 2.729 eV
- Structure (SMILES): COc1cc([C@@H]2C(C(=O)c3sc(C)nc3C)=C(O)C(=O)N2CCN(C)C)cc(OC)c1OC